The following is a DFT calculation (wB97M-V/def2-TZVPD) of 8 unconnected molecules or ions with the total composition C21H51BFNO10PS7.

Structure (XYZ):
```
93
Properties=species:S:1:pos:R:3:lowdin_charge:R:1
S 4.0147 -0.0515 -8.3860 0.79
S -4.5593 2.9480 -1.2973 0.78
S -0.1258 -4.5800 2.5581 0.83
S 1.6797 3.2720 1.5877 0.83
S -3.2813 -5.7613 6.7003 0.82
S -0.7271 6.9356 3.2514 0.79
S -1.3013 -0.2936 -0.8069 0.80
P 3.6252 -1.4829 -1.7758 1.20
F 4.1965 0.1317 -4.3384 0.04
O 0.3182 7.7872 2.6173 -0.55
O 0.2079 3.0939 1.3993 -0.56
O -2.2185 -4.9202 6.0754 -0.57
O 1.7786 -0.9574 0.3198 0.10
O 4.0890 -0.1086 0.7269 0.09
O -0.9307 -0.8346 -2.1547 -0.56
O 2.0565 0.6204 -4.7085 0.18
O -5.2204 2.3125 -0.1226 -0.54
O 0.9408 -3.7349 1.9364 -0.59
O 3.7522 -0.8060 -9.6408 -0.55
N 2.7201 -4.1445 -1.5353 0.07
C -4.3984 -6.2837 5.3854 -0.27
C 1.9147 4.3041 3.0432 -0.26
C 2.2994 -1.0811 -3.0496 -0.15
C -3.7385 4.4426 -0.7120 -0.26
C -3.0845 -0.4692 -0.6229 -0.26
C -1.3018 1.5023 -0.9281 -0.28
C 2.5218 0.8782 -7.9921 -0.28
C -1.8424 6.3873 1.9463 -0.27
C -5.8373 3.7934 -2.2459 -0.26
C 3.8063 -3.3236 -1.4757 -0.39
C 5.4399 -5.2551 -0.8564 0.00
C 2.3157 1.7530 2.3205 -0.26
C -4.4460 -4.6465 7.5058 -0.27
C 5.1310 -3.8442 -1.1610 -0.07
C 2.8273 -0.0394 -4.1159 -0.44
C 5.0206 1.3813 -8.8174 -0.27
C -1.2918 -3.4700 3.3608 -0.26
C 4.2268 -6.1145 -0.9101 0.00
C -1.2358 -5.1003 1.2374 -0.26
C 2.9709 -5.4420 -1.2605 -0.12
C -1.9058 8.0350 4.0583 -0.26
B 3.0963 -0.7529 -0.0380 -0.67
H -3.3424 4.9988 -1.5631 0.06
H -1.4043 8.5219 4.8939 0.05
H 1.8607 -1.9856 -3.5515 0.13
H 4.2747 -7.2066 -0.6852 0.11
H 1.5429 5.3035 2.8185 0.02
H -2.6886 5.8584 2.3878 0.06
H 1.7350 1.4954 3.2080 0.07
H -3.3208 -1.5319 -0.5661 0.05
H 2.0694 -6.1148 -1.2910 0.12
H -3.5929 -0.0303 -1.4822 0.05
H -0.7916 -2.9975 4.2049 0.06
H 4.6913 -0.8366 1.0044 0.13
H 5.9809 -3.1090 -1.1234 0.10
H -2.1467 -4.0402 3.7233 0.03
H -1.2950 5.7095 1.2903 0.03
H -6.4116 4.4511 -1.5921 0.06
H -3.4070 0.0229 0.2957 0.06
H 6.4521 -5.6345 -0.6011 0.11
H -2.7495 7.4531 4.4317 0.05
H -3.8595 -6.9661 4.7284 0.05
H -0.2777 1.8382 -1.0873 0.04
H 4.8748 -0.9098 -2.1826 0.07
H -4.4440 5.0601 -0.1539 0.06
H 1.8140 -1.6780 1.0089 0.13
H -5.3011 -5.2160 7.8718 0.06
H -2.0938 -5.6191 1.6666 0.06
H 6.0009 1.0288 -9.1363 0.05
H 2.7150 1.5361 -7.1440 0.04
H 5.1337 2.0237 -7.9428 0.05
H -4.7322 -5.4163 4.8132 0.06
H -2.9166 4.1498 -0.0581 0.03
H -2.1929 7.2461 1.3713 0.06
H -1.5677 -4.2320 0.6657 0.05
H 1.7362 0.1709 -7.7277 0.05
H 1.3591 3.8916 3.8867 0.06
H -6.4986 3.0422 -2.6763 0.05
H -3.9410 -4.1723 8.3467 0.05
H 1.4794 -0.5284 -2.4946 0.09
H -5.2553 -6.8011 5.8186 0.06
H 4.5505 1.9335 -9.6322 0.06
H -5.3742 4.3700 -3.0477 0.06
H -4.7762 -3.8812 6.8019 0.06
H 3.3657 1.8859 2.5836 0.06
H -0.6941 -5.7806 0.5807 0.04
H -2.2524 8.7908 3.3523 0.06
H 2.2063 1.4627 -8.8577 0.06
H -1.6801 1.9293 0.0010 0.04
H -1.9217 1.8180 -1.7685 0.04
H 2.2262 0.9583 1.5898 0.00
H -1.6200 -2.7027 2.6567 0.06
H 2.9770 4.3597 3.2844 0.06
```

Results
Orbital gap ... 6.499 eV
DFT total energy ... -133087.5416 eV
Charge ... +1
LUMO energy ... -3.82 eV